[1]
Molecular formula: C12H13ClCoI2NO6Si
Method: DFT, wB97M-V/def2-TZVPD

The geometry in XYZ format:
```
37
Properties=species:S:1:pos:R:3
Co 0.04 -1.19 0.34
I -3.57 0.18 -2.95
C -3.12 0.78 -1.02
C -3.88 1.79 -0.39
C -3.62 2.22 0.89
I -4.79 3.72 1.73
C -2.54 1.64 1.62
C -2.13 1.97 2.92
C -1.06 1.33 3.49
C -0.37 0.34 2.77
N -0.75 0.01 1.56
C -1.81 0.64 0.97
C -2.08 0.18 -0.35
O -1.31 -0.78 -0.82
H -4.70 2.23 -0.94
H -2.66 2.74 3.47
H -0.73 1.57 4.49
H 0.48 -0.19 3.18
O 0.87 -4.38 1.84
Cl 0.34 -3.10 2.07
O -0.07 -2.88 3.40
O 1.30 -2.04 1.64
O -0.79 -2.82 1.12
C 3.94 0.36 -1.20
Si 2.33 -0.30 -1.86
C 1.65 0.83 -3.18
C 2.57 -2.02 -2.56
O 1.26 -0.40 -0.62
H 4.69 0.45 -1.99
H 4.34 -0.30 -0.43
H 3.80 1.35 -0.76
H 2.33 0.92 -4.03
H 1.49 1.84 -2.78
H 0.69 0.46 -3.54
H 3.28 -2.03 -3.39
H 1.62 -2.43 -2.92
H 2.95 -2.70 -1.79
```

Calculated values
* energy: -3698.9120 Ha
* ΔE to the lowest compared entry with this formula, charge and spin: 0.155 eV

Let us look at the Mulliken charges, expressed in e, one per atom: Co 0.190; I 0.084; C -0.554; C -0.329; C -0.347; I 0.087; C 0.430; C -0.424; C -1.040; C 0.036; N 0.086; C 0.458; C 1.196; O -0.525; H 0.326; H 0.229; H 0.401; H 0.595; O -0.601; Cl 1.946; O -0.583; O -0.604; O -0.487; C -1.012; Si 0.076; C -0.979; C -1.028; O -0.431; H 0.338; H 0.295; H 0.279; H 0.364; H 0.295; H 0.261; H 0.376; H 0.295; H 0.301

=====

[2]
Molecular formula: C12H13ClCoO
Method: DFT, wB97M-V/def2-TZVPD

The geometry in XYZ format:
```
28
Properties=species:S:1:pos:R:3
C -2.68 -0.36 1.13
C -2.38 -0.64 -0.24
C -1.79 0.54 -0.82
H -2.70 -1.54 -0.77
C -1.68 1.52 0.23
C -2.26 0.96 1.41
H -2.54 1.48 2.31
H -3.23 -0.94 1.84
H -1.60 0.73 -1.85
H -1.47 2.56 0.17
Co -0.71 -0.06 0.75
Cl 0.12 -1.59 1.92
C 2.26 -1.52 -0.57
C 2.40 -0.38 -1.39
C 1.22 -0.26 -2.19
H 3.30 0.24 -1.48
C 0.36 -1.37 -1.87
C 1.00 -2.15 -0.88
H 0.68 -3.12 -0.52
H 3.04 -1.94 0.08
H 1.09 0.45 -3.02
H -0.52 -1.66 -2.42
C 1.64 1.40 1.02
C 0.52 1.52 1.91
O 0.22 2.05 2.95
H 1.34 0.80 0.14
H 2.48 0.88 1.52
H 1.92 2.40 0.61
```

Calculated values
* energy: -2383.0710 Ha
* <S²>: 3.7895
* spin multiplicity: 4
* ΔE to the lowest compared entry with this formula, charge and spin: 1.729 eV
* charge: -2

Let us look at the Mulliken charges, expressed in e, one per atom: C -0.616; C -0.577; C -0.300; H 0.387; C -0.927; C -0.158; H 0.406; H 0.432; H 0.523; H 0.476; Co -0.136; Cl -0.603; C -0.232; C -0.794; C -0.646; H 0.445; C -0.364; C -0.825; H 0.328; H 0.325; H 0.334; H 0.581; C -0.187; C 0.257; O -0.404; H -0.206; H 0.185; H 0.296

=====

[3]
Molecular formula: C12H13N2O2P
Method: DFT, wB97M-V/def2-TZVPD

The geometry in XYZ format:
```
30
Properties=species:S:1:pos:R:3
C 1.79 2.27 0.17
N 2.06 2.01 -1.24
C 1.70 0.66 -1.72
C 0.61 -0.02 -0.89
C -0.69 0.37 -1.14
C -1.69 -0.19 -0.41
C -1.41 -1.12 0.57
C -0.14 -1.52 0.78
C 0.90 -0.98 0.05
P 2.59 -1.59 0.40
N 3.74 -0.53 0.24
C -2.59 -1.66 1.33
O -2.64 -2.82 1.71
C -3.70 -0.67 1.54
C -3.98 0.21 0.59
C -3.13 0.21 -0.65
O -3.55 0.47 -1.75
H 2.20 1.51 0.83
H 2.32 3.19 0.43
H 0.74 2.48 0.40
H 1.50 2.69 -1.75
H 1.28 0.80 -2.72
H 2.57 0.02 -1.85
H -0.87 1.11 -1.91
H 0.09 -2.25 1.55
H 2.78 -2.61 -0.55
H 2.52 -2.17 1.69
H 4.26 -0.41 1.10
H -4.25 -0.71 2.47
H -4.76 0.95 0.68
```

Calculated values
* energy: -1066.3377 Ha
* structure (SMILES): CNCc1cc2c(cc1[PH2]=N)C(=O)C=CC2=O

Let us look at the Mulliken charges, expressed in e, one per atom: C -0.706; N -0.294; C -1.762; C 0.468; C -0.898; C 0.709; C 0.431; C -0.614; C 1.038; P 0.293; N -0.678; C -0.049; O -0.530; C -0.516; C -0.508; C -0.040; O -0.531; H 0.209; H 0.354; H 0.255; H 0.313; H 0.543; H 0.416; H 0.489; H 0.385; H 0.120; H 0.062; H 0.233; H 0.395; H 0.410

=====

[4]
Molecular formula: C12H13N2S4Ti
Method: DFT, wB97M-V/def2-TZVPD

The geometry in XYZ format:
```
32
Properties=species:S:1:pos:R:3
Ti -1.56 1.18 1.14
C -1.60 1.69 3.41
C -1.39 2.90 2.71
C -0.15 2.81 2.04
C 0.41 1.54 2.33
C -0.48 0.85 3.18
H -2.47 1.44 3.99
H -2.07 3.73 2.67
H 0.29 3.57 1.41
H 1.33 1.15 1.95
H -0.36 -0.15 3.55
S -3.60 2.06 -2.38
C -2.79 1.97 -0.99
S -1.01 2.01 -0.92
S -3.62 1.91 0.59
C 0.33 -2.72 -3.63
C 0.61 -2.13 -2.29
C 1.84 -1.76 -1.82
C 1.94 -1.19 -0.55
N 0.86 -0.99 0.22
C -0.32 -1.36 -0.23
S -1.79 -1.20 0.67
N -0.44 -1.91 -1.47
C 3.25 -0.76 0.01
H 1.25 -2.85 -4.19
H -0.34 -2.08 -4.19
H -0.16 -3.70 -3.51
H 2.72 -1.91 -2.44
H -1.38 -2.14 -1.78
H 4.06 -0.87 -0.70
H 3.46 -1.36 0.90
H 3.19 0.28 0.34
```

Calculated values
* energy: -3016.6679 Ha
* ΔE to the lowest compared entry with this formula, charge and spin: 0.000 eV
* charge: +1

Let us look at the Mulliken charges, expressed in e, one per atom: Ti 0.179; C -0.513; C -0.346; C -0.384; C -0.320; C -0.488; H 0.391; H 0.539; H 0.556; H 0.407; H 0.524; S -0.147; C 0.458; S -0.258; S -0.251; C -1.395; C 0.781; C -0.743; C 0.902; N -0.162; C 0.163; S -0.395; N -0.007; C -1.263; H 0.358; H 0.374; H 0.379; H 0.373; H 0.309; H 0.379; H 0.318; H 0.281